Entry from OMol25: an isolated ion of composition C5H12N6O and charge +2 (ωB97M-V/def2-TZVPD).

Calculated values
Net charge: +2
Structure (SMILES): [NH2+]=C1N[C@@H]2NC(=[NH2+])[C@H](O)N[C@@H]2N1
M (g mol⁻¹): 172.192
Highest occupied orbital energy (eV): -17.70
E_tot (a.u.): -600.91391
HOMO-LUMO gap (eV): 10.90

Geometry as XYZ:
```
24
C5H12N6O ωB97M-V/def2-TZVPD
N 2.08 2.96 0.74
C 1.53 1.77 0.69
N 1.73 0.85 -0.25
C 1.06 -0.47 0.03
N 0.46 -1.08 -1.09
C -0.82 -1.40 -1.09
N -1.29 -2.13 -2.02
C -1.93 -0.73 -0.12
O -2.56 0.12 -1.00
N -1.26 -0.29 1.06
C 0.14 -0.16 1.27
N 0.53 1.32 1.48
H 1.82 3.65 1.43
H 2.87 3.18 0.24
H 2.64 0.69 -0.64
H 1.88 -1.16 0.44
H 0.99 -1.44 -1.92
H -2.14 -2.72 -1.95
H -0.70 -2.23 -2.82
H -2.64 -1.52 -0.06
H -3.54 0.10 -0.92
H -1.70 -0.49 1.98
H 0.55 -0.58 2.22
H 0.30 1.78 2.30
```